No. 1
Entry from the OMol25 dataset: the molecule C6H13NO2 at a distorted geometry (the ωB97M-V functional and the def2-TZVPD basis).

Calculated values
ΔE to the lowest compared entry with this formula, charge and spin: 218.1 kJ/mol
LUMO: 0.7714 eV
DFT total energy: -441.5969 Eh
SMILES: CC(O)(O)N1CC1(C)C
frontier orbital gap: 0.3616 hartree
HOMO: -9.1 eV

Each line ends with the natural charge from an NBO analysis.
Atoms and positions in Å:
1 H -0.64135 1.90583 0.40886  0.480
2 H -2.72562 -1.20636 -1.20734  0.212
3 C 0.55204 -1.46308 0.13910  -0.251
4 C 2.29647 0.23954 -0.72888  -0.618
5 H 0.34667 0.37448 2.12422  0.241
6 C -2.44178 -0.16018 -1.29110  -0.638
7 C 1.26329 0.52656 1.56001  -0.650
8 N -0.16528 -0.54040 -0.70251  -0.438
9 H 3.23899 -0.10579 -0.29831  0.203
10 H -3.29854 0.47659 -1.08119  0.212
11 H -2.67090 -0.21717 1.14663  0.485
12 H 2.16914 -0.25253 -1.68861  0.227
13 H -2.08985 0.03972 -2.29868  0.240
14 H 0.06617 -1.82668 1.04173  0.206
15 H 2.35376 1.31742 -0.87029  0.214
16 H 1.46157 1.59613 1.49038  0.204
17 O -1.71937 -0.09943 1.07035  -0.760
18 C 1.16640 -0.11566 0.20003  0.124
19 O -1.01016 1.52447 -0.39634  -0.742
20 C -1.32602 0.13941 -0.29029  0.632
21 H 2.08805 0.06282 2.10650  0.226
22 H 1.08633 -2.21568 -0.43426  0.191

Cartesian forces, eV/Å:
-0.11 -0.63 0.11
-0.01 -0.11 -0.04
0.47 -0.52 -0.08
-0.06 -0.43 0.18
0.03 0.02 0.17
0.06 0.20 0.51
-0.92 0.32 -0.21
2.76 0.98 1.76
0.14 0.09 0.04
-0.11 0.02 0.00
0.02 0.08 -0.25
-0.03 0.07 -0.10
0.06 0.01 0.03
0.03 0.02 -0.04
-0.01 0.05 -0.08
0.05 0.10 0.02
0.29 -0.40 -0.35
-0.86 -1.46 -1.53
-0.93 0.49 -0.65
-0.74 1.39 0.55
0.01 -0.02 -0.11
-0.15 -0.24 0.09

***

No. 2
Entry from the OMol25 dataset: the molecule C6H13NO2 at a distorted geometry (the ωB97M-V functional and the def2-TZVPD basis).

Calculated values
ΔE to the lowest compared entry with this formula, charge and spin: 342.6 kJ/mol
LUMO: 0.7371 eV
DFT total energy: -441.5495 Eh
SMILES: C/C=C\C(O)(O)N(C)C
frontier orbital gap: 0.3218 hartree
HOMO: -8.0 eV

Each line ends with the natural charge from an NBO analysis.
Atoms and positions in Å:
1 C -1.45560 -1.39076 0.69207  -0.285
2 H -1.66128 0.49418 -1.09533  0.498
3 C -0.46716 0.91720 0.30184  0.622
4 C 1.51004 -0.40636 -0.86644  -0.429
5 H 0.92131 -1.32087 -0.97410  0.201
6 O -0.93960 1.12620 -0.95418  -0.712
7 H -0.51551 -0.17306 2.12620  0.235
8 H -0.47435 2.78115 0.44129  0.484
9 H 1.37112 0.22727 -1.75824  0.178
10 H -2.18032 -1.09130 -1.41901  0.178
11 H 1.99199 2.19167 -0.08770  0.158
12 C 2.07636 1.37575 0.64716  -0.423
13 H 3.12235 1.04309 0.64114  0.199
14 C -1.90661 -1.83341 -0.66158  -0.647
15 H 2.55752 -0.73339 -0.86839  0.201
16 H -1.16968 -2.46866 -1.17695  0.219
17 H -1.66480 -2.10303 1.48546  0.206
18 N 1.17253 0.27737 0.36856  -0.466
19 O -0.66645 2.04549 1.04300  -0.679
20 H 1.89082 1.78006 1.64755  0.208
21 H -2.82063 -2.42899 -0.59367  0.225
22 C -0.69204 -0.30962 1.06132  -0.170

Cartesian forces, eV/Å:
1.37 1.26 0.72
0.25 0.22 -0.14
2.89 -1.78 0.66
-0.07 0.08 -0.34
-0.15 0.17 0.01
-0.10 -0.63 -0.50
0.22 -0.09 -0.30
-0.15 0.06 0.24
-0.03 -0.16 0.07
0.15 0.23 0.21
0.08 0.04 0.02
0.33 0.21 0.19
-0.19 -0.11 -0.07
-0.37 -0.41 -0.85
-0.11 0.18 0.28
-0.10 0.06 0.26
0.23 -0.06 -0.12
-0.63 2.09 -0.84
0.85 0.14 0.07
-0.10 -0.01 -0.20
0.11 -0.08 0.21
-4.48 -1.40 0.43

***

No. 3
Entry from the OMol25 dataset: a cluster of 2 separate species, C6H13NO3 in total at a distorted geometry (the ωB97M-V functional and the def2-TZVPD basis).

Calculated values
ΔE to the lowest compared entry with this formula, charge and spin: 61.3 kJ/mol
LUMO: 0.4424 eV
DFT total energy: -516.9157 Eh
SMILES: O=C(O)C1(O)CCCC1.N
frontier orbital gap: 0.3770 hartree
HOMO: -9.8 eV

Each line ends with the natural charge from an NBO analysis.
Atoms and positions in Å:
1 C -0.28176 -0.14600 -1.40292  0.778
2 H 3.57077 -1.05697 -2.85962  0.359
3 H 1.20946 -0.58366 1.46287  0.224
4 O 0.14529 0.69462 -2.41971  -0.692
5 H 3.30080 -0.14097 -1.50336  0.359
6 H 0.64665 1.41547 -1.99915  0.506
7 N 2.95269 -0.91113 -2.06618  -1.090
8 H -0.62677 -0.05615 2.91856  0.193
9 H -1.13836 -1.69587 2.48188  0.221
10 H 2.01191 -0.64947 -2.48181  0.371
11 H -2.87177 0.31976 1.99473  0.215
12 O 0.94627 1.35977 -0.09332  -0.739
13 H 0.22663 -1.70615 0.51265  0.242
14 H -1.18046 1.87611 1.13910  0.198
15 C 0.21353 -0.73918 1.03041  -0.431
16 H 0.97404 1.92146 0.68613  0.484
17 C -0.91275 -0.70208 2.07493  -0.402
18 C -1.42901 1.01761 0.49584  -0.411
19 C -2.09390 -0.07601 1.32805  -0.408
20 H -2.56419 -0.81871 0.66673  0.222
21 H -2.04583 1.39295 -0.33125  0.231
22 O -0.96411 -1.11225 -1.65172  -0.565
23 C -0.08913 0.39683 0.01715  0.135

Cartesian forces, eV/Å:
-1.38 0.47 -1.09
0.01 0.11 0.23
-0.21 -0.04 -0.12
-0.17 -0.94 1.08
-0.13 0.00 -0.26
-0.03 -0.11 0.02
-1.53 0.15 -0.77
-0.08 -0.14 -0.15
0.06 0.26 -0.09
1.72 -0.28 0.77
0.20 -0.10 -0.16
0.34 0.25 -0.07
-0.02 0.27 0.08
-0.02 -0.15 -0.10
0.17 -0.16 -0.08
-0.09 -0.04 0.08
0.01 -0.03 0.19
-0.08 0.07 -0.18
-0.24 -0.09 -0.02
0.16 0.19 0.14
0.17 -0.09 0.19
1.06 0.75 0.28
0.07 -0.34 0.03

***

No. 4
Entry from the OMol25 dataset: a cluster of 2 separate species, C6H13NO3 in total at a distorted geometry (the ωB97M-V functional and the def2-TZVPD basis).

Calculated values
ΔE to the lowest compared entry with this formula, charge and spin: 160.5 kJ/mol
LUMO: 0.5796 eV
DFT total energy: -516.8780 Eh
SMILES: C[C@@]1(NC=O)CC[C@H]1O.O
frontier orbital gap: 0.3817 hartree
HOMO: -9.8 eV

Each line ends with the natural charge from an NBO analysis.
Atoms and positions in Å:
1 C 1.42841 -0.38002 1.32625  -0.635
2 H -0.94954 1.62831 -0.19902  0.182
3 O 1.07713 -2.29510 -1.42098  -0.583
4 O 0.06018 2.23849 1.42531  -0.703
5 C 1.21343 -1.13651 -1.78255  0.545
6 H 2.21358 0.38837 1.29362  0.214
7 H 1.76408 -0.86027 -2.70409  0.118
8 H 1.87656 -1.35182 1.08211  0.239
9 H 1.29322 0.87063 -1.31099  0.401
10 H -0.75624 0.43498 -2.16521  0.471
11 H 1.03666 -0.42725 2.35232  0.207
12 H -0.81919 -1.86732 1.04437  0.223
13 C 0.32359 -0.05989 0.32620  0.097
14 H -1.05003 0.61171 -3.62547  0.461
15 H -2.60759 0.50391 1.24920  0.221
16 H -1.33993 0.13303 2.45514  0.200
17 H 0.34691 1.92938 2.28992  0.468
18 O -1.43106 0.15872 -2.86129  -0.948
19 H -1.51262 -1.05915 -0.38764  0.234
20 N 0.86159 -0.00312 -1.02862  -0.671
21 C -0.52288 1.18726 0.71276  0.101
22 C -0.95862 -0.90093 0.54574  -0.408
23 C -1.54763 0.25660 1.38292  -0.433

Cartesian forces, eV/Å:
0.09 0.01 0.12
0.08 -0.05 0.21
-0.25 1.47 -0.43
0.10 0.25 -0.06
0.60 -0.11 1.46
-0.18 -0.16 0.01
-0.41 -0.05 0.02
-0.14 0.22 0.08
0.00 -0.22 0.07
-1.27 -0.82 -0.93
0.08 -0.04 -0.21
0.00 0.26 -0.17
0.08 -0.06 0.09
-0.39 -0.17 -0.20
0.30 -0.07 0.06
-0.04 0.06 -0.23
-0.02 -0.10 0.01
1.45 0.95 0.94
0.18 0.04 0.20
0.13 -0.95 -0.89
-0.10 -0.19 -0.13
-0.08 -0.32 -0.17
-0.19 0.05 0.14

***

No. 5
Entry from the OMol25 dataset: a cluster of 3 separate species, C6H13NO4 in total at a distorted geometry (the ωB97M-V functional and the def2-TZVPD basis).

Calculated values
ΔE to the lowest compared entry with this formula, charge and spin: 14.4 kJ/mol
LUMO: 0.2150 eV
DFT total energy: -592.1289 Eh
SMILES: CC(C)(C)C(=O)O.N=C=O.O
frontier orbital gap: 0.3932 hartree
HOMO: -10.5 eV

Each line ends with the natural charge from an NBO analysis.
Atoms and positions in Å:
1 O 4.67899 -0.74967 2.18816  -0.519
2 C 3.97700 0.15066 2.01167  0.834
3 O 0.75272 0.01883 -1.98248  -0.707
4 H 2.45673 1.37678 1.59095  0.455
5 C -0.51410 -0.28671 0.01215  -0.153
6 H -2.29678 -0.59175 -1.05192  0.211
7 H 0.55714 -0.48663 1.87594  0.219
8 O 3.18767 0.57644 -2.91207  -0.946
9 H -1.70387 -1.99404 -0.20528  0.204
10 H -1.71084 1.44649 -0.32560  0.212
11 H -0.53860 -1.85666 1.51675  0.208
12 H 3.37760 0.85570 -1.93234  0.519
13 H -0.77264 1.83534 0.93648  0.224
14 H 3.59359 -0.25243 -3.18296  0.502
15 C -1.45644 -1.20558 -0.85992  -0.594
16 C -1.41544 0.91385 0.55433  -0.606
17 H 1.71477 0.29471 -2.36537  0.509
18 O 1.35131 1.16412 -0.11863  -0.673
19 C 0.64119 0.39287 -0.70918  0.828
20 N 3.49573 1.23260 1.84749  -0.781
21 H -0.99872 -1.50844 -1.74810  0.229
22 H 0.93913 -1.70394 0.63922  0.212
23 H -2.15210 0.60555 1.21575  0.213
24 C 0.16262 -1.07790 1.06586  -0.600

Cartesian forces, eV/Å:
0.34 -1.44 0.19
0.85 0.25 0.08
2.46 0.77 -0.27
2.32 -0.31 0.32
-1.40 1.51 -0.62
-1.10 0.18 -0.56
0.27 0.24 0.19
-0.28 1.32 2.33
-0.62 -1.18 0.29
-1.35 -0.17 -0.69
0.64 1.16 -0.33
0.17 -1.15 -2.64
-0.96 -2.38 0.26
0.34 -0.02 0.64
1.32 2.04 1.74
4.37 1.88 -0.95
-2.24 -0.43 0.47
1.20 0.57 -0.29
-1.55 -0.99 -0.79
-3.47 1.48 -0.67
0.62 -0.69 -1.27
0.43 0.01 -0.08
-1.50 -0.36 1.06
-0.86 -2.28 1.60

***

No. 6
Entry from the OMol25 dataset: a cluster of 2 separate species, C6H13NO4 in total at a distorted geometry (the ωB97M-V functional and the def2-TZVPD basis).

Calculated values
ΔE to the lowest compared entry with this formula, charge and spin: 601.2 kJ/mol
LUMO (spin up / spin down): -1.6909 / -1.7890 eV
DFT total energy: -591.9054 Eh
frontier orbital gap (spin up / spin down): 0.2960 / 0.2897 hartree
HOMO (spin up / spin down): -9.7 / -9.7 eV

Each line ends with the natural charge from an NBO analysis.
Atoms and positions in Å:
1 H 2.36525 0.30738 -1.67782  0.227
2 C 1.59514 -0.42349 -1.41732  -0.640
3 H 2.02833 -1.11623 -0.69612  0.233
4 C 0.35242 0.24151 -0.84635  0.358
5 C -0.33448 1.59079 1.00908  -0.071
6 N -0.50283 -4.13242 0.88576  0.532
7 C -0.68698 -0.99579 -0.31106  -0.116
8 H -1.37994 1.31281 -1.53372  0.218
9 H -0.53600 2.79538 2.74986  0.210
10 H 0.52730 1.39449 2.98473  0.216
11 H 0.15679 1.95302 -2.16359  0.234
12 O 0.17884 -5.07570 1.30012  -0.274
13 H 1.10496 2.81672 2.09273  0.215
14 C 0.23424 2.18135 2.27801  -0.618
15 C -0.38683 1.03340 -1.90469  -0.667
16 O 0.72764 1.01796 0.25822  -0.532
17 H -0.74058 -1.60498 -1.24625  0.163
18 H 1.34806 -0.98944 -2.32174  0.212
19 O -1.67899 -3.90517 1.04738  -0.261
20 H -0.81395 2.38766 0.42532  0.163
21 H -1.07825 0.82808 1.28123  0.183
22 H -1.67671 -0.48415 -0.16525  0.160
23 O -0.29747 -1.56117 0.79092  -0.369
24 H -0.50597 0.42798 -2.81945  0.222

Cartesian forces, eV/Å:
-0.21 0.12 0.07
0.12 -0.26 0.14
-0.02 0.05 0.05
0.23 -0.35 0.62
0.07 0.30 0.10
-0.85 -2.68 1.66
-1.23 1.05 -1.29
0.14 0.04 -0.26
0.05 -0.04 0.06
-0.03 0.17 -0.21
0.01 -0.32 0.15
-1.34 2.57 -1.18
-0.13 -0.09 -0.12
0.12 -0.06 0.35
-0.62 -0.09 -0.23
-0.06 -0.34 -0.21
0.22 -0.13 0.53
-0.03 0.12 0.16
2.07 -0.18 -0.49
-0.06 -0.17 0.00
0.15 0.16 -0.19
0.55 -0.06 -0.29
0.89 -0.07 0.18
-0.02 0.27 0.38

***

No. 7
Entry from the OMol25 dataset: the molecule C6H13NOS at a distorted geometry (the ωB97M-V functional and the def2-TZVPD basis).

Calculated values
ΔE to the lowest compared entry with this formula, charge and spin: 447.6 kJ/mol
LUMO: 0.4173 eV
DFT total energy: -764.4468 Eh
frontier orbital gap: 0.3166 hartree
HOMO: -8.2 eV

Each line ends with the natural charge from an NBO analysis.
Atoms and positions in Å:
1 H -1.15910 -2.53795 0.97329  0.206
2 H 1.30626 0.16558 1.77962  0.203
3 C 1.03031 1.87294 -0.64759  -0.627
4 O -1.48537 1.82304 -1.77798  -0.466
5 H -0.99006 1.40048 0.58573  0.189
6 H 0.56435 2.40374 -2.85737  0.137
7 H -1.87068 -1.71142 -0.42680  0.224
8 H 1.74213 1.19533 -1.07779  0.233
9 C 0.82063 -1.37059 -0.46152  -0.601
10 C -0.64232 0.64852 -0.12708  0.006
11 H 1.00525 -2.38120 -0.10590  0.208
12 H -2.18307 -1.11335 1.21279  0.207
13 C 0.41495 -0.45634 1.83984  -0.596
14 H 0.42926 -1.42031 -1.47346  0.230
15 H 0.69229 -1.41293 2.27933  0.214
16 H 1.77147 -0.84410 -0.47316  0.196
17 S 0.29302 2.99613 -1.69051  0.425
18 C -0.19064 -0.67168 0.45184  -0.117
19 C -1.43509 -1.56571 0.56254  -0.595
20 H -0.30065 0.02869 2.50197  0.208
21 N -1.08890 0.66076 -1.38174  -0.114
22 H 1.27595 2.29037 0.31396  0.230

Cartesian forces, eV/Å:
-0.03 -0.03 0.04
0.12 0.06 0.05
-1.00 0.33 -0.21
-0.99 -1.19 0.63
-0.18 -0.02 -0.10
0.07 0.05 -0.03
-0.04 -0.02 0.05
0.03 -0.20 -0.03
-0.17 0.11 0.09
1.00 0.78 0.07
0.03 -0.14 0.05
-0.09 0.01 0.03
-0.12 0.03 -0.24
0.03 -0.03 -0.12
0.04 -0.06 0.05
0.13 0.03 -0.02
1.22 0.00 0.32
-0.02 -0.35 0.03
0.09 0.03 -0.03
-0.05 0.04 0.10
-0.14 0.54 -0.88
0.08 0.03 0.17

***

No. 8
Entry from the OMol25 dataset: a cluster of 2 separate species, C6H13NP in total at a distorted geometry (the ωB97M-V functional and the def2-TZVPD basis).

Calculated values
ΔE to the lowest compared entry with this formula, charge and spin: 329.5 kJ/mol
LUMO (spin up / spin down): -6.0874 / -6.0870 eV
net charge: +1
DFT total energy: -632.0921 Eh
frontier orbital gap (spin up / spin down): 0.2868 / 0.2868 hartree
HOMO (spin up / spin down): -13.9 / -13.9 eV

Each line ends with the natural charge from an NBO analysis.
Atoms and positions in Å:
1 H -1.19660 -1.99997 -1.11339  0.241
2 C 2.75146 -0.45941 1.36839  -0.851
3 P 1.14336 2.33418 -0.37115  0.628
4 N -1.50793 1.18758 -0.13399  -0.265
5 H 3.45884 -1.20616 0.98592  0.240
6 C -2.62561 1.73728 0.09755  0.077
7 C -0.72356 -0.97546 -1.33352  -0.585
8 H -1.19799 -0.23972 2.06615  0.222
9 H 0.45494 3.59285 -0.06366  -0.011
10 H 0.26453 -0.98435 -1.51787  0.230
11 H -1.34080 -0.58313 -2.08597  0.228
12 H 0.05242 -1.24256 1.65272  0.255
13 H 3.13071 -0.27026 2.43377  0.235
14 H -3.59976 1.27178 -0.19977  0.245
15 H 1.68720 -0.71771 1.46611  0.180
16 C -0.12963 1.21513 -0.02024  -0.233
17 H -2.59795 2.85332 0.00011  0.224
18 H 2.76215 0.47950 0.78195  0.200
19 H -1.70360 -1.56158 1.28898  0.237
20 C -0.93595 -0.85473 1.30562  -0.608
21 C -0.83724 -0.06607 -0.02827  0.110

Cartesian forces, eV/Å:
1.16 1.41 -0.18
0.50 0.89 1.68
-1.19 -0.88 1.11
-1.36 -0.18 2.04
-0.78 0.05 -0.31
-0.98 2.15 -2.86
-4.00 -0.85 3.63
-0.83 2.42 2.36
-0.13 -0.96 -0.53
3.26 -0.53 -1.20
-0.38 0.84 -1.32
-1.01 -0.16 -0.90
-0.62 0.11 -1.49
1.01 -0.17 1.07
0.83 -0.51 -0.24
1.78 2.52 -1.09
-0.19 -0.91 0.87
0.48 -0.55 0.37
-0.88 -1.56 -0.43
2.01 0.16 -1.77
1.32 -3.29 -0.81